Entry 1:
Computed, not measured: C27H44F6HfOP2 as an isolated structure, with ωB97M-V with the def2-TZVPD basis set.

- gap between HOMO and LUMO (alpha / beta) (eV) = 4.77 / 4.76
- E_LUMO (alpha / beta) (eV) = -7.560 / -7.560
- charge = +2

Atoms and positions in Å:
1 Hf 2.05 -0.59 -1.61
2 P 3.12 -1.34 -3.57
3 P 0.98 0.44 -3.89
4 F 4.01 2.87 -2.18
5 F 1.59 3.57 -1.38
6 F 0.84 2.70 0.46
7 F 5.26 1.64 -0.90
8 F 2.24 4.39 0.59
9 F 4.93 3.75 -0.39
10 O 2.61 1.05 -0.80
11 C 1.24 -2.29 -0.20
12 C 1.97 -3.38 -0.89
13 C 0.15 -0.28 -5.45
14 C -4.31 2.15 -4.37
15 C -0.74 -2.06 -1.88
16 C 1.04 2.03 -4.92
17 C -2.68 3.78 -2.37
18 C 0.12 -1.57 -0.77
19 C 2.98 -1.88 1.69
20 C 2.09 -2.57 -4.53
21 C -3.03 1.41 -4.31
22 C 1.72 -1.54 0.93
23 C -0.19 -0.47 0.13
24 C -5.20 1.91 -3.16
25 C -1.54 0.16 0.24
26 C 3.41 1.82 1.39
27 C 1.96 3.25 -0.11
28 C -4.64 2.22 -1.79
29 C 4.32 2.63 -0.87
30 C -2.16 1.53 -3.32
31 C 0.55 0.15 2.49
32 C 0.75 -0.52 1.19
33 C 2.72 0.20 -4.47
34 C 3.08 2.15 -0.05
35 C 4.89 -1.40 -4.02
36 C -1.56 2.87 -3.00
37 C -3.61 3.02 -1.45
38 H -0.40 -0.24 2.90
39 H 3.88 -1.39 1.27
40 H 0.46 1.24 2.40
41 H 2.92 -1.56 2.74
42 H -1.06 -3.09 -1.64
43 H -2.04 -0.18 1.17
44 H -0.22 -1.32 -5.42
45 H 5.00 -0.83 -4.95
46 H 2.36 -4.08 -0.12
47 H -3.35 3.08 -0.38
48 H 5.45 -0.92 -3.22
49 H 0.72 -0.12 -6.40
50 H 2.86 -2.99 -1.41
51 H 3.17 -2.96 1.65
52 H -2.00 0.81 -2.48
53 H 1.31 -3.89 -1.61
54 H -2.80 0.71 -5.23
55 H -1.65 -1.46 -1.99
56 H -2.21 4.56 -1.73
57 H -5.08 1.60 -0.96
58 H 2.55 -3.56 -4.38
59 H 3.70 2.76 1.90
60 H 2.67 0.01 -5.56
61 H -3.27 4.33 -3.13
62 H -4.86 1.83 -5.28
63 H -5.47 0.83 -3.18
64 H 0.00 2.33 -5.06
65 H -1.50 1.27 0.26
66 H 1.58 2.85 -4.42
67 H -0.69 2.80 -2.26
68 H 3.29 1.10 -4.21
69 H -4.17 3.22 -4.57
70 H -2.19 -0.14 -0.58
71 H -0.25 -2.08 -2.86
72 H -0.75 0.35 -5.55
73 H 2.49 1.40 1.85
74 H 2.02 -2.32 -5.60
75 H 4.25 1.10 1.41
76 H -1.19 3.43 -3.91
77 H -6.19 2.39 -3.27
78 H 1.36 -0.10 3.20
79 H 1.06 -2.58 -4.12
80 H 1.50 1.83 -5.91
81 H 5.19 -2.44 -4.12

=====

Entry 2:
Computed, not measured: a 9-piece molecular cluster, C11H40N8O9 overall, with ωB97M-V with the def2-TZVPD basis set.

- gap between HOMO and LUMO (eV) = 8.77
- E_LUMO (eV) = -0.084
- SMILES string = NC(N)=O.NC(N)=O.NC(N)=O.NC(N)=O.CCO.CCO.CO.CO.CO
- energy above the lowest of the compared OMol25 structures with the same formula, charge and spin (kJ/mol) = 431.3

Atoms and positions in Å:
1 O 1.50 -2.17 1.53
2 O -1.53 1.29 -3.91
3 O 1.61 0.80 3.45
4 O -1.25 -3.92 2.07
5 O 4.24 -1.69 2.13
6 O -1.14 0.23 -1.47
7 O -4.20 -2.14 0.85
8 O 4.36 1.44 -0.88
9 O 2.13 4.11 -2.01
10 N 0.10 2.52 3.61
11 N 2.61 2.57 0.23
12 N -0.35 -1.97 0.12
13 N -2.83 -3.11 3.62
14 N 3.31 0.74 1.20
15 N 1.10 -0.36 0.19
16 N -1.83 -1.72 2.34
17 N 0.36 1.73 1.62
18 C -2.25 0.38 -4.72
19 C 4.14 -1.49 3.51
20 C -2.25 0.50 -0.63
21 C 1.51 1.84 -2.90
22 C -2.87 -0.73 -3.88
23 C -1.96 -2.94 2.68
24 C 2.22 3.16 -3.13
25 C 0.65 1.61 2.91
26 C -3.94 -2.96 -0.23
27 C 3.46 1.55 0.18
28 C 0.75 -1.52 0.64
29 H 4.11 0.10 1.33
30 H 3.26 2.94 -3.19
31 H 1.83 3.66 -4.02
32 H -0.11 2.52 1.15
33 H -3.56 -3.95 0.04
34 H 0.63 -0.01 -0.67
35 H 0.18 2.35 4.63
36 H -2.06 -1.26 -3.36
37 H -3.13 0.04 -1.12
38 H -0.74 3.00 3.25
39 H 2.03 -0.03 0.59
40 H -1.19 -1.59 1.57
41 H 2.88 4.63 -2.06
42 H -3.63 -0.39 -3.16
43 H -2.91 0.88 -5.41
44 H 1.75 2.52 0.78
45 H 4.14 -2.39 4.01
46 H 1.52 1.20 -3.82
47 H -0.92 1.83 -4.49
48 H 0.51 1.99 -2.58
49 H -3.53 -2.41 3.73
50 H 2.86 1.08 2.13
51 H 2.07 1.34 -2.11
52 H -3.47 -2.08 1.48
53 H -1.18 0.74 -2.30
54 H 3.26 -0.93 3.68
55 H -3.38 -1.44 -4.61
56 H -2.00 -0.91 2.88
57 H -3.20 -2.53 -0.89
58 H -1.50 -0.03 -5.41
59 H 2.50 3.00 -0.75
60 H 0.64 0.88 1.03
61 H 4.92 -0.85 3.89
62 H -0.82 -1.42 -0.64
63 H -4.87 -3.06 -0.80
64 H 3.39 -2.05 1.85
65 H -1.93 0.25 0.38
66 H -0.58 -2.91 0.31
67 H -3.11 -3.95 4.09
68 H -2.30 1.53 -0.57

=====

Entry 3:
Computed, not measured: one molecule with the formula C4H7F, with ωB97M-V with the def2-TZVPD basis set.

- gap between HOMO and LUMO (eV) = 10.07
- E_LUMO (eV) = 1.043
- SMILES string = CC(C)=CF
- energy above the lowest of the compared OMol25 structures with the same formula, charge and spin (kJ/mol) = 68.5

Atoms and positions in Å:
1 F 1.50 0.60 -1.90
2 C 1.10 0.17 0.97
3 C 0.14 0.02 -0.13
4 C -1.31 -0.62 0.16
5 C 0.29 0.47 -1.35
6 H 1.04 -0.47 1.80
7 H 2.10 0.16 0.65
8 H -0.53 0.65 -2.11
9 H 0.89 1.16 1.40
10 H -1.42 -1.74 0.31
11 H -1.86 -0.06 0.97
12 H -1.94 -0.34 -0.78

=====

Entry 4:
Computed, not measured: C26H42F7GeInN3O6Sb as an isolated structure, with ωB97M-V with the def2-TZVPD basis set.

- <S²> = 0.755
- gap between HOMO and LUMO (alpha / beta) (eV) = 6.75 / 7.69
- E_LUMO (alpha / beta) (eV) = -3.066 / -3.066
- charge = +1
- energy above the lowest of the compared OMol25 structures with the same formula, charge and spin (kJ/mol) = 0.0
- 2S+1 = 2

Atoms and positions in Å:
1 Sb -2.64 -0.91 -1.70
2 In -1.78 0.94 1.68
3 Ge -1.83 -2.81 2.49
4 F -4.27 -0.60 -2.58
5 F -1.75 0.02 -3.10
6 F -2.31 -2.55 -2.55
7 F -2.83 0.74 -0.72
8 F -3.52 -1.77 -0.28
9 F -0.98 -1.06 -0.78
10 F 1.17 0.00 -4.28
11 O -0.47 2.26 2.77
12 O -2.90 2.82 1.16
13 O 1.55 2.43 3.71
14 O -0.42 1.62 0.10
15 O -4.14 0.61 1.75
16 O -2.91 1.62 3.99
17 N 3.94 -1.30 -6.69
18 N 3.46 0.50 0.70
19 N 3.65 -1.15 -3.87
20 C -1.46 -0.91 2.65
21 C -3.74 -3.21 2.53
22 C 2.99 -2.20 -4.60
23 C 4.83 -0.62 -4.50
24 C 1.71 0.10 -3.04
25 C -0.98 -3.64 0.94
26 C 1.01 0.70 -2.05
27 C -1.02 -3.60 4.10
28 C 2.99 -0.44 -2.84
29 C -4.92 1.51 0.96
30 C 0.81 2.11 2.79
31 C -4.62 0.33 3.06
32 C 2.90 0.37 -0.57
33 C 0.79 1.34 0.31
34 C 3.59 -0.28 -1.61
35 C -4.30 2.90 0.89
36 C 1.59 0.82 -0.78
37 C 5.85 1.12 0.43
38 C 2.74 1.06 1.68
39 C -2.47 2.68 4.85
40 C 4.54 -0.14 -5.92
41 C -2.20 4.03 0.83
42 C 1.44 1.47 1.57
43 C -4.30 1.45 4.01
44 C 4.85 0.11 0.97
45 C 2.68 -1.82 -6.05
46 H 5.76 1.25 -0.65
47 H -4.65 1.19 5.02
48 H 3.79 0.65 -5.92
49 H -4.16 -3.02 3.53
50 H -1.19 -4.68 4.11
51 H -1.39 2.72 4.79
52 H -2.73 4.88 1.28
53 H -4.28 -2.63 1.79
54 H -0.93 -4.71 1.11
55 H 0.00 1.05 -2.21
56 H -5.69 0.13 3.02
57 H -0.93 -0.67 3.58
58 H 5.22 0.21 -3.93
59 H -2.89 3.64 4.51
60 H -4.99 1.07 -0.03
61 H -4.81 2.38 3.72
62 H 3.62 -3.10 -4.60
63 H -1.55 -3.45 0.03
64 H -1.45 -3.17 5.00
65 H 5.43 0.18 -6.45
66 H 0.03 -3.25 0.80
67 H 6.87 0.79 0.65
68 H -5.93 1.58 1.39
69 H 2.36 -2.69 -6.63
70 H -4.74 3.59 1.62
71 H 3.74 -1.01 -7.65
72 H -1.21 3.95 1.26
73 H -2.80 2.49 5.87
74 H 5.62 -1.39 -4.55
75 H -2.15 4.14 -0.25
76 H 4.56 -0.72 -1.45
77 H 5.70 2.09 0.90
78 H 2.05 -2.46 -4.11
79 H 3.22 1.18 2.64
80 H -4.10 -0.57 3.37
81 H 0.06 -3.43 4.11
82 H -3.89 -4.27 2.31
83 H -4.45 3.31 -0.11
84 H 1.95 -1.03 -6.11
85 H 4.63 -2.05 -6.75
86 H 4.94 0.03 2.05
87 H 5.02 -0.89 0.56